(1)
{
  "formula": "C5H36N2O13",
  "method": "wB97M-V/def2-TZVPD",
  "total_charge": 0,
  "spin_multiplicity": 1,
  "de_lowest_ev": 7.468,
  "homo_lumo_gap_ev": 8.73,
  "largest_force_ev_per_a": 9.52,
  "symbols": ["H", "O", "C", "H", "H", "H", "H", "H", "O", "O", "H", "H", "H", "O", "C", "H", "H", "N", "H", "O", "C", "H", "C", "O", "H", "H", "H", "H", "O", "C", "O", "H", "H", "H", "H", "O", "H", "H", "N", "H", "O", "H", "H", "H", "H", "H", "H", "O", "H", "H", "O", "H", "H", "H", "H", "O"],
  "coordinates": [[3.004, -1.958, -3.076], [-1.067, -0.218, 2.801], [-0.194, 1.886, -0.623], [-1.398, 2.187, -3.836], [1.432, -4.475, -1.580], [-3.863, 0.440, 1.206], [-0.883, 0.039, 0.350], [-2.966, -2.288, 1.054], [-0.602, -1.817, -2.554], [-1.393, -3.982, -0.219], [-0.340, 3.068, -0.453], [1.608, -3.074, -0.986], [-0.315, 3.875, 2.651], [-3.280, -1.390, 0.977], [0.068, 0.263, 2.776], [-2.261, 3.387, -3.485], [0.399, 4.641, 1.606], [1.177, 0.337, -2.094], [-0.255, -2.183, -3.330], [-4.046, 0.981, 2.004], [-0.444, 1.071, 0.571], [-0.003, -3.838, 2.165], [0.684, 0.875, 1.502], [0.638, -3.697, 1.502], [-1.561, -3.544, -1.045], [-3.506, 0.825, 2.898], [-1.142, 1.600, -1.216], [-4.209, -1.535, 0.753], [2.745, -1.785, 1.466], [1.195, 1.663, -1.353], [-3.664, 3.138, 0.029], [3.406, -2.365, 1.118], [1.272, -0.129, 1.236], [-3.432, 2.382, 0.686], [4.730, -0.437, -1.304], [0.420, 4.470, 2.569], [0.549, -0.130, -1.661], [-1.384, 1.447, 1.099], [1.615, 1.951, 1.698], [-0.198, -2.379, -1.870], [1.161, -3.528, -1.758], [2.034, -2.402, 1.692], [1.875, 1.753, -0.454], [1.193, 2.601, 2.410], [1.404, 2.444, -2.146], [3.595, 0.171, -0.492], [0.710, 0.210, 3.694], [-2.133, 2.604, -3.949], [2.570, 1.777, 2.107], [0.055, -3.654, 0.815], [3.177, -1.067, -3.335], [-1.707, -4.872, -0.354], [2.550, -0.583, -2.796], [-3.035, 3.812, 0.117], [0.840, 0.691, -3.054], [4.524, 0.284, -0.657]],
  "forces_ev_per_a": [[-0.06, -1.09, 0.01], [1.90, 0.79, 0.28], [-1.44, 2.70, -2.75], [7.09, -3.39, 1.58], [-0.62, 1.39, -0.45], [0.77, -0.12, 1.86], [0.90, 1.14, -0.20], [0.58, -0.39, 0.05], [-1.32, 0.55, 2.17], [-0.21, 0.00, 0.60], [0.49, -2.53, -0.02], [-0.59, -0.42, -1.16], [-0.83, -0.39, 0.42], [-0.58, -0.23, -0.39], [-1.27, -0.55, 0.22], [0.28, 1.73, 1.44], [0.37, 0.04, 0.64], [5.17, 6.80, -4.21], [0.82, -0.73, -1.90], [0.72, 0.80, 2.06], [-2.41, -1.08, 0.79], [-0.64, -0.27, 2.00], [1.52, -3.94, 1.89], [3.08, 0.01, 2.11], [-0.19, 0.57, -0.78], [-1.33, -0.37, -3.86], [1.64, 0.83, -0.14], [0.00, 0.13, 0.02], [-0.61, 0.31, 0.10], [-0.93, 0.26, 0.48], [-0.89, -3.26, 0.99], [0.95, -0.31, -0.28], [-0.71, 2.11, -0.06], [-0.67, 2.11, -1.24], [-0.34, 1.07, 0.63], [0.16, 0.61, -0.92], [-5.61, -4.43, 2.81], [1.31, 0.04, -0.34], [0.35, 1.60, 2.15], [-0.06, 0.31, -0.52], [1.92, -1.24, 1.92], [-0.33, -0.05, 0.09], [0.02, -0.29, -1.66], [0.77, -0.45, -1.24], [-0.13, -0.61, 1.37], [-0.77, -0.06, 0.11], [-0.12, 0.12, -0.42], [-7.40, 1.63, -3.01], [-1.50, -0.64, -0.87], [-2.24, 0.25, -3.88], [0.99, -0.04, -0.59], [-0.12, -0.51, 0.03], [-0.69, 0.88, 0.51], [1.45, 1.29, 0.38], [0.31, -1.70, 2.00], [1.05, -0.98, -0.81]],
  "lowdin_charge": [-0.01, 0.00, -0.22, -0.08, 0.10, 0.01, 0.14, 0.03, -0.04, -0.02, 0.14, 0.08, 0.02, -0.05, -0.19, 0.02, 0.06, 0.02, 0.02, -0.13, -0.24, 0.05, -0.41, 0.00, 0.04, 0.12, 0.13, 0.06, -0.06, -0.20, -0.08, 0.03, 0.16, 0.04, 0.05, -0.05, -0.06, 0.12, 0.05, -0.01, -0.08, -0.01, 0.08, 0.06, 0.12, -0.02, 0.13, 0.06, 0.12, -0.07, -0.07, 0.07, -0.05, -0.02, 0.13, -0.07]
}

---

(2)
{
  "formula": "CH3N2O2",
  "method": "wB97M-V/def2-TZVPD",
  "total_charge": -1,
  "spin_multiplicity": 1,
  "de_lowest_ev": 3.586,
  "homo_lumo_gap_ev": 7.78,
  "largest_force_ev_per_a": 4.50,
  "smiles": "CN=[N+]([O-])[O-]",
  "symbols": ["H", "O", "N", "C", "H", "O", "H", "N"],
  "coordinates": [[-0.028, -0.025, -0.679], [2.399, -0.377, -1.307], [1.472, 0.169, 0.818], [0.132, -0.039, 0.440], [-0.433, 0.847, 0.856], [3.633, 0.459, 0.275], [-0.279, -0.877, 1.044], [2.522, 0.077, -0.148]],
  "forces_ev_per_a": [[-0.14, -0.66, 1.04], [-0.62, 0.17, 0.20], [4.22, 0.31, -1.52], [-0.74, 0.95, -0.69], [0.18, -0.53, -0.49], [-0.28, -0.20, -0.32], [-0.12, -0.18, -0.97], [-2.50, 0.14, 2.75]],
  "lowdin_charge": [0.07, -0.12, -0.09, -0.28, 0.05, -0.14, 0.04, -0.53]
}